(1)
The following is a DFT calculation (ωB97M-V with the def2-TZVPD basis set) of a 19-piece molecular cluster, C10H43NO20 overall at a distorted geometry.

Computed properties:
- Orbital gap: 7.741 eV
- Total energy: -53502.877 eV
- Lowest unoccupied orbital energy: -1.054 eV

ORCA input file:
```
! wB97M-V def2-TZVPD RIJCOSX def2/J DEFGRID3
* xyz 0 1
O -3.229 -2.604 0.657
O 4.403 -2.675 -0.626
C 1.000 -0.683 -1.256
H -6.673 1.672 3.143
H 6.934 -2.866 -2.401
C -2.226 1.569 2.317
H 1.589 -1.004 3.294
H 1.401 -0.647 1.104
H -7.515 0.297 5.204
H -2.994 -2.498 1.587
H 6.524 -4.133 -3.138
N -4.070 3.051 1.537
H 2.623 -3.408 -3.378
H 4.455 -2.544 -1.582
C -3.182 1.876 1.286
H 2.652 -4.222 -0.403
H -7.077 1.245 6.311
H 7.076 -6.233 -6.217
H -2.147 2.149 3.292
C 0.656 -0.452 0.250
H -6.449 2.829 4.100
H -4.858 6.727 -3.178
O 5.291 -3.666 -5.047
C -1.481 0.174 -2.048
H -5.770 5.061 1.850
H 0.195 -0.574 -3.457
O 2.549 -0.880 3.346
H -3.842 -1.877 0.487
H 8.259 -5.361 -6.610
H -2.896 5.962 -0.396
H 2.424 -1.115 5.565
O -4.355 0.769 -0.667
O 7.469 -5.366 -6.056
H 1.372 1.849 5.280
H -7.147 5.167 2.487
O -3.901 6.837 -3.123
H 6.083 -3.662 -5.603
H 2.338 -3.052 -1.320
O 2.378 -1.242 6.522
H -3.135 5.245 -1.717
H 1.027 -4.791 -2.860
C -1.839 0.407 -0.564
O -7.130 1.170 5.350
O -6.542 2.627 3.162
H 2.030 -1.094 -1.530
H 0.940 0.892 4.177
H 0.585 -5.742 -3.967
H 2.659 -0.394 6.885
H 3.811 -2.537 -3.778
O -3.186 5.117 -0.760
O 7.177 -3.793 -2.510
O -6.494 5.683 1.998
O 0.967 -4.868 -3.825
C -0.772 0.074 0.578
H 2.674 0.059 3.151
O -0.341 4.234 -2.299
H -1.217 4.191 -1.893
H -4.009 3.605 0.649
C -0.064 -0.385 -2.361
H 4.897 -4.532 -5.209
H -5.016 2.636 1.642
H -2.265 0.412 -2.834
H 4.517 -0.969 2.165
O 5.394 -0.921 1.760
O 3.019 -2.540 -3.223
H -3.761 7.772 -3.318
C -3.272 0.998 -0.075
H -0.026 5.120 -2.082
H 4.691 -1.828 -0.257
O 1.316 1.771 4.319
H 5.706 -0.035 1.982
O 1.963 -3.873 -0.981
C -1.259 0.313 2.097
O -0.901 -0.490 3.014
*
```

=====

(2)
The following is a DFT calculation (ωB97M-V with the def2-TZVPD basis set) of a 13-piece molecular cluster, C10H46O18 overall at a distorted geometry.

Computed properties:
- Orbital gap: 9.870 eV
- Energy above the lowest of the compared OMol25 structures with the same formula, charge and spin: 2.7 kJ/mol
- Total energy: -47970.013 eV
- Lowest unoccupied orbital energy: 0.214 eV

ORCA input file:
```
! wB97M-V def2-TZVPD RIJCOSX def2/J DEFGRID3
* xyz 0 1
H 11.180 6.640 9.384
O 11.869 10.543 13.974
O 11.098 9.918 11.092
H 10.726 12.086 13.467
O 10.122 15.957 11.109
H 7.541 12.842 17.502
O 12.267 15.145 9.622
C 11.782 6.019 8.645
H 7.938 9.047 10.647
C 10.827 11.071 13.187
O 8.314 13.855 10.455
C 14.814 11.654 10.997
H 11.407 16.433 12.721
O 9.154 13.889 13.178
H 11.091 7.526 7.201
H 8.557 12.555 14.552
H 10.206 9.455 11.091
H 11.548 4.946 8.814
H 14.011 12.640 12.801
H 9.714 10.958 17.692
H 7.116 10.859 13.935
H 8.907 14.664 10.414
H 9.887 10.557 13.360
H 12.673 7.071 5.898
H 12.692 8.123 11.341
H 9.607 16.480 12.998
C 8.473 11.088 15.931
O 13.041 9.789 8.317
H 12.429 9.485 6.695
H 10.899 15.632 10.657
H 12.267 7.152 14.412
H 13.495 6.314 7.997
H 10.930 14.471 13.997
H 9.743 12.513 16.687
H 13.814 9.317 8.714
C 14.804 12.764 12.088
O 8.398 8.887 11.505
C 10.412 14.526 13.036
H 15.823 12.806 12.603
H 11.578 9.921 5.488
H 8.835 13.761 12.279
C 11.068 11.170 11.696
O 7.905 12.023 14.949
H 7.577 14.013 9.832
H 10.321 11.839 11.283
H 13.872 11.669 10.384
H 14.976 10.693 11.509
C 11.395 6.465 7.226
O 15.875 11.873 10.027
H 13.473 7.291 10.252
O 8.199 12.347 18.011
O 11.831 9.127 6.019
H 11.004 13.866 12.339
H 15.224 14.304 10.768
H 7.629 10.459 16.250
O 12.938 7.749 14.115
H 12.048 11.564 11.516
O 14.548 13.983 11.445
H 10.494 5.931 6.785
H 12.654 15.119 8.734
H 12.947 14.770 10.201
O 6.905 10.049 13.399
H 13.284 7.360 13.285
H 12.020 9.625 13.799
O 13.577 7.817 11.076
H 7.716 9.058 12.159
C 10.411 15.944 12.512
O 12.577 6.245 6.349
H 6.007 9.909 13.680
H 16.561 11.245 10.310
O 13.139 6.275 8.875
C 9.112 11.765 17.152
H 9.195 10.496 15.391
H 12.341 9.708 8.976
*
```